The following is a DFT calculation (the ωB97M-V functional and the def2-TZVPD basis) of 2 unconnected molecules or ions with the total composition CHF3N2O in a non-equilibrium geometry.

- E (eV) = -14224.6094
- relative energy (zero: lowest compared OMol25 entry of this formula, charge and spin) (kcal per mole) = 151.94
- HOMO energy (spin up / spin down) (eV) = -10.711 / -10.840
- largest force on an atom (Eh/bohr) = 0.07542
- lowest unoccupied orbital energy (spin up / spin down) (eV) = -2.0 / -1.3

The geometry in XYZ format:
```
8
CHF3N2O (the ωB97M-V functional and the def2-TZVPD basis)
C 0.178 -0.349 0.531
N -0.306 0.939 0.682
N -0.577 1.492 2.606
O 1.088 -0.908 1.118
F -1.545 1.127 0.214
F -0.020 2.739 2.745
F 0.155 0.688 3.307
H -0.221 -0.771 -0.297
```